Entry 1:
The molecule C7H8N2O. Source: OMol25; level of theory: ωB97M-V with the def2-TZVPD basis set.

Each line ends with the Mulliken charge.
Cartesian coordinates (Å):
1 C 1.0205 -1.4696 1.4637  -1.50
2 C 0.3632 -0.7753 0.2285  0.21
3 C -0.2897 -1.2879 -0.8220  -0.16
4 C -0.7309 -0.5237 -1.9711  -0.73
5 C -0.9304 0.7999 -1.9073  -0.14
6 N -0.2045 1.4692 -0.9378  -0.06
7 O -0.9456 2.5713 -0.2247  -0.22
8 N -0.9675 2.2713 1.0867  -0.33
9 C -0.1656 1.3506 1.3975  -0.27
10 C 0.5340 0.6713 0.2296  0.30
11 H 1.8322 -0.9248 1.8005  0.42
12 H 1.4858 -2.5826 1.1415  0.29
13 H 0.3867 -1.5518 2.2991  0.36
14 H -0.3592 -2.3376 -0.9314  0.43
15 H -1.1744 -1.1054 -2.7158  0.37
16 H -1.4145 1.3411 -2.7363  0.34
17 H -0.0612 1.0138 2.3953  0.44
18 H 1.6213 1.0702 0.2040  0.22

Relative energy (zero: lowest compared OMol25 entry of this formula, charge and spin), kcal per mole: 120.1
LUMO, Eh: 0.0238
SMILES: CC1=CC=CN2ON=C[C@@H]12
2S+1: 1
Orbital gap, eV: 8.6
Highest occupied orbital energy, eV: -7.958



Entry 2:
A cluster of 2 separate species, C7H8N2O in total. Source: OMol25; level of theory: ωB97M-V with the def2-TZVPD basis set.

Each line ends with the Mulliken charge.
Cartesian coordinates (Å):
1 C -1.8214 -0.4793 0.9673  0.26
2 C -0.9414 2.2450 0.0816  -0.92
3 C 0.3050 -0.5472 -1.1279  -0.54
4 C -0.3258 1.5476 1.0306  0.16
5 C 0.6191 -0.9666 0.0634  0.37
6 C 1.6121 -1.7822 0.7019  0.28
7 C -0.7446 0.2577 1.5722  -0.42
8 N -2.6485 -1.0421 0.4099  -0.47
9 N 1.2421 -3.0574 0.9574  -0.37
10 O 2.7925 -1.3801 0.9151  -0.61
11 H -0.4248 3.1247 -0.0556  0.28
12 H -1.8642 2.0313 -0.4302  0.39
13 H -0.5959 0.1099 -1.2782  0.15
14 H 0.9145 -0.7396 -1.9960  0.32
15 H 0.5940 2.0438 1.4649  0.25
16 H -0.2555 -0.1551 2.4746  0.42
17 H 0.3336 -3.5267 0.9173  0.24
18 H 1.8984 -3.6307 1.4776  0.24

Relative energy (zero: lowest compared OMol25 entry of this formula, charge and spin), kcal per mole: 103.7
LUMO (spin up / spin down), Eh: -0.0432 / -0.0462
2S+1: 1
Orbital gap (spin up / spin down), eV: 7.6 / 7.5
Highest occupied orbital energy (spin up / spin down), eV: -8.742 / -8.784



Entry 3:
The molecule C7H8N2O2. Source: OMol25; level of theory: ωB97M-V with the def2-TZVPD basis set.

Each line ends with the Mulliken charge.
Cartesian coordinates (Å):
1 C 0.9222 -0.5400 -1.7644  -1.03
2 C 0.5136 -1.4398 -0.8816  0.57
3 C 0.9207 -2.7879 -0.6461  -1.08
4 C -0.5430 -0.6519 0.2848  0.13
5 N -1.7005 -1.2062 0.5565  -0.45
6 O -2.2790 -0.3955 1.4929  -0.18
7 C -1.6026 0.7702 1.5216  -0.46
8 C -0.4746 0.6840 0.7125  0.64
9 N 0.6628 1.4592 0.6607  -0.39
10 C 0.6711 2.7209 0.6921  0.17
11 O -0.3105 3.5832 0.4146  -0.43
12 H 0.4447 0.3918 -2.0116  0.31
13 H 1.5009 -0.9706 -2.5082  0.36
14 H 1.6955 -3.0039 -1.4631  0.26
15 H 1.2108 -3.2821 0.2393  0.34
16 H -0.0806 -3.3447 -0.8118  0.27
17 H -2.0417 1.5856 2.2225  0.34
18 H 1.6207 3.3198 0.5846  0.35
19 H -1.1303 3.1080 0.7049  0.30

Relative energy (zero: lowest compared OMol25 entry of this formula, charge and spin), kcal per mole: 121.6
LUMO, Eh: 0.0230
SMILES: C=C(C)c1nocc1/N=C\O
2S+1: 1
Orbital gap, eV: 9.7
Highest occupied orbital energy, eV: -9.068